1.
ORCA calculation (the ωB97M-V functional and the def2-TZVPD basis) on a 2-piece molecular cluster, C4H13N2O overall in a non-equilibrium geometry.

Geometry as XYZ:
```
20
Properties=species:S:1:pos:R:3:forces:R:3
C -1.725999 -1.322340 0.644206 -0.03 0.01 0.08
C 2.895479 0.460852 0.205984 0.54 0.12 0.06
C 0.712096 -0.073897 -0.962305 -1.81 -0.14 0.37
C -1.669649 0.085005 0.165074 0.93 0.22 -1.47
N -2.449912 0.456663 -0.862320 0.14 -0.01 0.75
N 1.473841 0.034739 0.295331 0.23 0.15 0.12
O -1.229255 1.002683 1.030840 -0.38 -0.26 0.00
H -1.070631 -1.456785 1.498564 0.07 0.00 0.01
H -1.458838 -2.017748 -0.145239 0.04 0.08 -0.05
H -2.743984 -1.552314 0.965206 -0.08 0.09 0.10
H 3.460405 -0.271163 -0.367411 -0.16 -0.02 -0.01
H 2.953033 1.421501 -0.301295 -0.15 -0.06 0.00
H 3.330150 0.553495 1.201343 -0.06 -0.02 0.03
H 0.842443 0.810192 -1.574169 0.21 0.17 0.05
H 0.948260 -0.984400 -1.495315 0.27 -0.12 0.03
H -2.789917 -0.253758 -1.488970 0.00 -0.06 0.03
H -2.396683 1.386314 -1.247553 0.06 -0.02 0.00
H 1.438891 -0.879250 0.754811 -0.05 0.29 0.02
H 0.967650 0.697873 0.901942 0.21 -0.38 -0.07
H -1.487371 1.902338 0.781273 0.01 -0.04 -0.03
```
Forces are in eV/Å.

Computed properties:
electronic energy = -344.6365 hartree
molar mass = 105.161 g mol⁻¹
E_HOMO = -11.05 eV
LUMO level = -3.001 eV
multiplicity = 1
charge = +1
Kohn-Sham gap = 8.046 eV
ΔE to the lowest compared entry with this formula, charge and spin = 342.1 kJ/mol

Here are the natural (NBO) charges for atoms 1 to 5, given in e: atom 1 (C): -0.70, atom 2 (C): -0.42, atom 3 (C): -0.64, atom 4 (C): 0.71, atom 5 (N): -0.77

***

2.
ORCA calculation (the ωB97M-V functional and the def2-TZVPD basis) on an isolated ion of composition C4H13N2O and charge +1 in a non-equilibrium geometry.

Geometry as XYZ:
```
20
Properties=species:S:1:pos:R:3:forces:R:3
C 1.035556 -1.359834 -0.156259 2.28 -1.02 -0.97
C -1.206621 -1.417843 -0.770224 -2.33 1.67 1.39
C -0.445567 0.317336 0.827234 0.41 -1.03 1.10
C 0.524103 1.408081 1.221183 0.11 -0.15 0.57
N 0.189724 0.385628 -1.584039 3.50 -1.29 1.21
N -0.066425 -0.472861 -0.450080 -2.19 1.45 0.03
O 0.335006 2.513095 0.353073 -0.48 2.12 0.98
H 1.961130 -0.912306 0.213897 -0.63 0.36 0.60
H 0.663446 -2.212602 0.402235 0.26 0.28 0.49
H 1.397087 -1.753981 -1.103695 -0.36 -0.10 -0.27
H -1.423860 -1.971119 0.169311 0.22 0.39 -0.60
H -2.104632 -0.709304 -0.908157 1.23 -1.48 -0.38
H -1.021454 -2.162589 -1.537416 0.30 0.58 -0.39
H -1.406220 0.840596 0.914562 -0.20 -0.57 -1.38
H -0.508383 -0.473609 1.615869 0.36 0.59 -0.55
H 0.234570 1.500177 2.290659 0.34 0.86 -0.53
H 1.583088 1.148101 1.200185 -0.02 -0.30 0.05
H -0.554975 0.607607 -2.117431 -3.78 -0.10 -1.81
H 0.557984 1.296004 -1.374659 0.66 0.15 1.18
H 0.256440 3.429423 0.793751 0.31 -2.40 -0.70
```
Forces are in eV/Å.

Computed properties:
electronic energy = -344.6264 hartree
molar mass = 105.161 g mol⁻¹
E_HOMO = -14.91 eV
LUMO level = -2.764 eV
multiplicity = 1
charge = +1
Kohn-Sham gap = 12.144 eV
ΔE to the lowest compared entry with this formula, charge and spin = 368.8 kJ/mol
SMILES string = C[N+](C)(N)CCO

Here are the natural (NBO) charges for atoms 1 to 5, given in e: atom 1 (C): -0.44, atom 2 (C): -0.41, atom 3 (C): -0.25, atom 4 (C): -0.10, atom 5 (N): -0.64

***

3.
ORCA calculation (the ωB97M-V functional and the def2-TZVPD basis) on a 2-piece molecular cluster, C4H13N2O overall in a non-equilibrium geometry.

Geometry as XYZ:
```
20
Properties=species:S:1:pos:R:3:forces:R:3
C 0.777850 1.397946 0.835519 -0.26 0.39 -1.64
C 0.689536 -0.005504 1.410228 1.47 -1.76 0.80
C 0.604618 -1.084008 0.285376 4.04 5.51 -1.89
C 1.187189 -0.975509 -0.961919 -0.46 -1.42 -0.37
N 0.838933 -1.889269 -2.017640 0.72 2.49 1.53
N -0.676635 1.916827 0.729824 0.21 1.09 -2.26
H 1.061485 1.407866 -0.264958 0.10 -0.33 1.55
H 1.523784 2.058412 1.376043 -1.67 -0.28 -0.38
H 1.641956 -0.075690 2.018396 -0.81 -0.36 -0.67
H -0.095649 -0.255859 2.229218 0.87 0.99 -1.56
H 0.016200 -1.843531 0.453789 -3.15 -3.93 0.79
H 2.008617 -0.266807 -1.392707 -1.87 -0.83 1.42
H 0.593515 -2.835148 -2.036980 -0.38 -1.27 0.91
H 1.023138 -1.530100 -2.905218 0.51 0.34 -1.39
H -0.776060 2.932667 0.329435 0.02 -2.57 0.74
H -1.337834 1.185836 0.296783 1.28 1.14 -0.26
H -1.048752 1.884117 1.622006 -0.89 0.66 2.75
H -2.095952 -0.415428 -1.110892 -0.55 -0.05 1.02
H -3.250059 -1.141256 -0.582505 -1.97 -1.91 -0.30
O -2.685880 -0.465560 -0.313799 2.78 2.10 -0.76
```
Forces are in eV/Å.

Computed properties:
electronic energy = -344.6367 hartree
molar mass = 105.161 g mol⁻¹
E_HOMO = -11.64 eV
LUMO level = -3.348 eV
multiplicity = 1
charge = +1
Kohn-Sham gap = 8.291 eV
ΔE to the lowest compared entry with this formula, charge and spin = 341.6 kJ/mol

Here are the natural (NBO) charges for atoms 1 to 5, given in e: atom 1 (C): -0.22, atom 2 (C): -0.49, atom 3 (C): -0.30, atom 4 (C): 0.00, atom 5 (N): -0.84

***

4.
ORCA calculation (the ωB97M-V functional and the def2-TZVPD basis) on a 2-piece molecular cluster, C4H13N2O overall in a non-equilibrium geometry.

Geometry as XYZ:
```
20
Properties=species:S:1:pos:R:3:forces:R:3
C -1.399498 -0.955008 1.106331 -1.14 -0.97 0.65
C -1.127488 -1.083860 -0.432689 3.60 -1.45 4.02
C -0.110043 -0.116639 -0.984732 -0.43 -0.12 -1.97
C 0.682115 -0.368207 -2.036639 -2.62 -2.83 1.18
N -0.256541 1.354132 -0.616976 -5.98 -2.43 -0.69
N -0.187054 -0.840192 1.878650 1.09 -3.55 -3.22
H -2.184277 -0.195086 1.269442 0.82 0.45 0.35
H -1.933130 -1.833129 1.562229 0.14 0.32 -1.37
H -2.011455 -1.080576 -0.904760 -3.17 0.16 -2.14
H -0.722223 -2.129563 -0.416184 0.00 1.00 -1.01
H 0.617167 -1.363423 -2.571152 0.41 1.11 1.17
H 1.143397 0.370469 -2.555361 1.68 2.19 -1.29
H -0.512185 1.388354 0.339299 0.55 0.17 1.67
H -1.098060 1.880292 -1.039352 1.60 -1.27 -0.08
H 0.555032 1.789317 -0.789500 3.89 2.46 -0.41
H -0.156647 -0.166102 2.496503 -0.03 4.33 3.77
H 0.215556 -1.673712 2.335571 -0.84 0.44 -0.81
H 2.350934 0.637714 0.197119 -0.37 1.32 0.71
H 2.443188 1.700789 1.338575 0.24 0.04 0.16
O 2.015918 1.527421 0.499029 0.56 -1.38 -0.70
```
Forces are in eV/Å.

Computed properties:
electronic energy = -344.6412 hartree
molar mass = 105.161 g mol⁻¹
E_HOMO = -13.08 eV
LUMO level = -3.354 eV
multiplicity = 1
charge = +1
Kohn-Sham gap = 9.725 eV
ΔE to the lowest compared entry with this formula, charge and spin = 329.9 kJ/mol

Here are the natural (NBO) charges for atoms 1 to 5, given in e: atom 1 (C): -0.24, atom 2 (C): -0.48, atom 3 (C): 0.16, atom 4 (C): -0.35, atom 5 (N): -0.68

***

5.
ORCA calculation (the ωB97M-V functional and the def2-TZVPD basis) on a 2-piece molecular cluster, C4H13N2O overall in a non-equilibrium geometry.

Geometry as XYZ:
```
20
Properties=species:S:1:pos:R:3:forces:R:3
C -0.518443 1.332275 1.448279 -0.11 -0.66 -0.58
C -0.468450 -0.175891 1.842888 0.04 0.48 -0.04
C -0.000728 -1.111816 0.760031 -0.31 -0.23 0.23
C 1.155057 -1.801038 0.839028 0.04 0.25 -0.42
N 1.489977 -2.890956 0.105696 0.12 0.33 0.16
N -0.175791 1.513402 -0.013896 -0.03 0.94 -0.59
H 0.208468 1.929908 1.986911 -0.23 0.09 0.20
H -1.530481 1.716652 1.529657 0.13 0.22 0.36
H 0.143472 -0.213994 2.749236 -0.12 -0.35 -0.17
H -1.489355 -0.473949 2.095584 0.18 0.08 0.27
H -0.785933 -1.446267 0.078037 0.19 -0.13 0.03
H 1.917070 -1.444455 1.520272 0.07 -0.25 0.23
H 0.838738 -3.223391 -0.582323 0.11 -0.16 -0.10
H 2.451496 -3.184293 0.043674 -0.22 -0.03 -0.02
H 0.746165 1.937501 -0.146425 -0.05 -0.32 0.04
H -0.205600 0.641991 -0.560999 0.15 -0.22 0.39
H -0.829947 2.168485 -0.445191 -0.01 -0.04 -0.10
H -0.268262 1.234774 -4.397247 -0.10 0.05 -0.15
H -1.620349 1.830888 -4.807450 0.03 -0.01 0.00
O -1.057105 1.660172 -4.045762 0.12 -0.06 0.26
```
Forces are in eV/Å.

Computed properties:
electronic energy = -344.6977 hartree
molar mass = 105.161 g mol⁻¹
E_HOMO = -11.86 eV
LUMO level = -3.193 eV
multiplicity = 1
charge = +1
Kohn-Sham gap = 8.669 eV
ΔE to the lowest compared entry with this formula, charge and spin = 181.6 kJ/mol

Here are the natural (NBO) charges for atoms 1 to 5, given in e: atom 1 (C): -0.22, atom 2 (C): -0.44, atom 3 (C): -0.46, atom 4 (C): 0.09, atom 5 (N): -0.77

***

6.
ORCA calculation (the ωB97M-V functional and the def2-TZVPD basis) on an isolated ion of composition C4H13N2O and charge +1 in a non-equilibrium geometry.

Geometry as XYZ:
```
20
Properties=species:S:1:pos:R:3:forces:R:3
C -1.918178 -0.358705 0.045874 -0.96 -1.72 0.77
O -2.680546 0.559968 -0.663699 0.57 1.19 -0.59
C -0.466086 -0.108633 -0.266483 0.00 0.08 -0.18
C 0.483262 -1.016047 0.505893 0.17 0.22 0.33
C 1.964886 -0.993912 0.074842 -1.36 0.07 1.74
N 2.527747 0.407362 0.217852 0.36 -0.21 -0.54
N -0.121350 1.317491 0.011725 1.27 -0.70 -1.34
H -2.075600 -0.348874 1.137865 0.02 0.61 -0.01
H -2.211923 -1.396828 -0.187736 0.31 0.15 -0.36
H -3.632867 0.477890 -0.686607 -0.10 -0.60 0.43
H -0.339532 -0.278198 -1.342417 0.08 0.24 0.04
H 0.359596 -0.692817 1.547914 0.38 -0.32 0.08
H 0.283899 -2.091645 0.467807 -0.69 0.23 -0.07
H 2.433772 -1.603179 0.848203 0.52 -0.11 -0.54
H 2.024865 -1.458788 -0.905587 0.62 0.60 -0.17
H 1.700850 1.102037 0.103193 0.30 -0.32 -0.11
H 2.978977 0.531722 1.124268 -0.52 -0.06 0.28
H 3.323072 0.540775 -0.409868 -0.44 0.31 -0.43
H -0.448532 1.818220 -0.806373 -0.08 0.45 0.30
H -0.547280 1.717100 0.827681 -0.47 -0.11 0.35
```
Forces are in eV/Å.

Computed properties:
electronic energy = -344.7107 hartree
molar mass = 105.161 g mol⁻¹
E_HOMO = -13.76 eV
LUMO level = -3.164 eV
multiplicity = 1
charge = +1
Kohn-Sham gap = 10.597 eV
ΔE to the lowest compared entry with this formula, charge and spin = 147.3 kJ/mol
SMILES string = N[C@H](CO)CC[NH3+]

Here are the natural (NBO) charges for atoms 1 to 5, given in e: atom 1 (C): -0.07, atom 2 (O): -0.74, atom 3 (C): -0.08, atom 4 (C): -0.42, atom 5 (C): -0.23